(1)
The following is a DFT calculation (wB97M-V/def2-TZVPD) of a structure of composition C18H45AsN5S3Si2Zr.

## Properties
Total charge: +1

Each line ends with the Mulliken charge.
Geometry (Å):
Zr: -0.0302 -0.2149 -0.2964  -0.2895
C: 2.9963 0.7022 0.8880  -0.7553
C: 2.9661 1.2056 -0.5520  -1.0796
N: 1.5913 1.4334 -1.0490  0.1434
C: 1.0684 2.7835 -0.7438  -0.3903
C: 0.7469 2.9109 0.7284  -0.8750
N: 0.0293 1.7170 1.2436  0.2372
C: 0.4432 1.3453 2.6190  -0.8437
C: 1.3827 0.1199 2.6248  -0.8209
N: 1.8532 -0.1811 1.2544  -0.1154
H: 3.9387 0.1808 1.0688  0.5421
H: 2.9831 1.5399 1.5818  0.4076
H: 3.5515 2.1287 -0.6198  0.5020
H: 3.4384 0.4871 -1.2179  0.5152
H: 1.6120 1.3449 -2.0610  0.2428
H: 1.7930 3.5508 -1.0402  0.3060
H: 0.1681 2.9003 -1.3420  -0.3761
H: 1.6591 3.0396 1.3086  0.3643
H: 0.1549 3.8131 0.9072  0.7053
H: -0.9640 1.9258 1.2707  0.0585
H: 0.9035 2.2062 3.1072  0.5487
H: -0.4526 1.0992 3.1861  0.3847
H: 2.2379 0.2832 3.2865  0.4862
H: 0.8456 -0.7580 2.9803  0.3845
H: 2.1749 -1.1433 1.2333  0.3008
C: -3.6702 -3.2655 -0.9728  -1.7271
C: -2.5935 -2.4360 -0.3258  0.4923
S: -1.0694 -2.3174 -1.1897  -0.1254
C: -2.7530 -1.8451 0.8659  0.8825
C: -4.0051 -1.9519 1.6853  -1.6668
S: -1.4568 -0.9145 1.6216  -0.5073
H: -3.2968 -3.7591 -1.8679  0.4504
H: -4.5076 -2.6334 -1.2772  0.3332
H: -4.0583 -4.0295 -0.2984  0.3827
H: -4.8706 -2.1771 1.0637  0.4273
H: -4.2070 -1.0225 2.2161  0.3746
H: -3.9155 -2.7435 2.4340  0.3072
C: 1.8522 -4.1201 0.1135  -0.7880
N: 1.6251 -4.1741 -1.3218  -0.1577
C: 1.5910 -3.1171 -2.1119  0.2100
N: 1.2224 -3.2446 -3.3816  -0.2971
S: 2.0935 -1.5593 -1.5428  -0.3191
H: 1.8115 -5.1373 0.4932  0.3843
H: 1.0671 -3.5243 0.5864  0.1351
H: 2.8347 -3.7015 0.3236  0.2946
H: 1.3047 -5.0536 -1.6981  0.2397
H: 0.8231 -4.1013 -3.7316  0.2152
H: 1.0909 -2.4087 -3.9255  0.1614
C: -3.1444 3.0221 1.0567  -1.2977
Si: -2.9492 3.0695 -0.8264  0.6755
C: -2.0402 4.6556 -1.3014  -1.1604
C: -4.6622 3.1587 -1.5810  -1.1068
As: -1.9905 1.0586 -1.5627  0.4843
Si: -1.3754 1.3912 -3.8016  0.4880
C: -0.5388 -0.1781 -4.4248  -1.0103
C: -2.9148 1.7368 -4.8106  -1.1579
C: -0.1841 2.8400 -4.0521  -1.1155
H: -4.0765 3.5286 1.3149  0.4290
H: -2.3506 3.5706 1.5703  0.3563
H: -3.2121 2.0141 1.4757  0.3456
H: -2.5969 5.5001 -0.8848  0.4532
H: -2.0139 4.7977 -2.3842  0.2643
H: -1.0189 4.7322 -0.9280  0.3390
H: -5.1698 4.0590 -1.2272  0.3493
H: -5.2664 2.2939 -1.3044  0.2684
H: -4.6292 3.1977 -2.6702  0.2562
H: -0.8012 -1.0392 -3.8100  0.1079
H: 0.5481 -0.0519 -4.4336  0.3256
H: -0.8610 -0.3838 -5.4469  0.4831
H: -3.6615 0.9540 -4.6753  0.3230
H: -2.6512 1.7769 -5.8706  0.3613
H: -3.3773 2.6904 -4.5546  0.2576
H: 0.8406 2.5914 -3.7612  0.2784
H: -0.4715 3.7592 -3.5415  0.2578
H: -0.1475 3.0653 -5.1219  0.4593

=====

(2)
The following is a DFT calculation (wB97M-V/def2-TZVPD) of a cluster of 3 separate species, C18H45BNO5P in total at a distorted geometry.

## Properties
Total charge: 0

Each line ends with the Mulliken charge.
Geometry (Å):
C: -1.8406 4.5482 -1.7401  -0.7893
C: -2.6844 5.5423 -0.7080  -0.5116
N: -3.0368 4.8979 0.6120  -0.2400
C: -2.1795 5.3810 1.7602  0.4330
C: -2.5415 4.3714 3.0438  -1.0466
O: -2.5327 2.9509 2.6136  -0.0933
C: -3.8942 2.4008 2.5246  -0.6195
B: -2.6040 6.9086 2.3084  0.4912
C: -3.8398 7.8008 1.6894  -0.8313
O: -1.8080 7.5059 3.4026  -0.5459
P: -0.2947 5.2260 1.4921  0.2892
O: 0.0940 3.6894 1.2545  -0.3520
O: 0.3489 6.1787 0.1848  -0.5010
O: 0.6151 5.7105 2.9367  -0.5457
H: -1.5670 5.1595 -2.7001  0.3168
H: -0.9199 4.0808 -1.1883  0.0871
H: -2.5882 3.6804 -2.0639  0.2935
H: -2.0995 6.5523 -0.6349  0.2387
H: -3.7206 5.7530 -1.2624  0.3509
H: -4.0432 5.0090 0.8683  0.3952
H: -1.6671 4.4969 3.8206  0.1831
H: -3.5509 4.6807 3.5671  0.4145
H: -4.4825 2.8347 1.5819  0.1864
H: -3.9308 1.2193 2.3965  0.2588
H: -4.5571 2.6289 3.4875  0.2633
H: -3.4826 8.9320 1.7157  0.2309
H: -4.8229 7.7630 2.3635  0.2839
H: -4.1311 7.5502 0.5836  0.2669
H: -1.5019 6.7952 4.0549  0.3301
H: 0.3504 7.1571 0.4038  0.3586
H: 0.6254 4.9657 3.6067  0.3525
C: 0.9717 -2.3165 -1.6337  -0.4944
C: 0.0318 -2.1135 -0.4557  -0.4538
C: -0.6798 -0.7592 -0.4762  -0.8320
C: 0.2364 0.4665 -0.3815  -0.2503
C: 1.1390 0.5155 0.8536  -0.5284
C: 0.3659 0.5848 2.1626  -0.9742
H: 1.7847 -1.5863 -1.6336  0.2852
H: 1.4237 -3.3140 -1.5864  -0.2976
H: 0.4321 -2.2352 -2.5819  0.3357
H: 0.5839 -2.2429 0.4817  0.2225
H: -0.7270 -2.9046 -0.4760  0.4089
H: -1.4088 -0.7332 0.3425  0.2792
H: -1.2651 -0.6805 -1.4014  0.4085
H: -0.3897 1.3677 -0.3994  0.0460
H: 0.8658 0.5214 -1.2771  0.3556
H: 1.7780 1.4049 0.7816  0.3631
H: 1.8141 -0.3453 0.8709  0.4334
H: -0.2863 1.4637 2.1850  0.0374
H: 1.0602 0.6560 3.0064  0.3457
H: -0.2490 -0.3068 2.3139  0.3465
C: 4.5788 -8.9717 -3.5505  -1.1836
C: 4.1272 -8.8239 -2.1059  -0.3417
C: 2.6402 -8.4915 -1.9682  -0.7185
C: 2.2043 -7.1583 -2.5874  -0.7245
C: 2.9341 -5.9211 -2.0591  -0.2169
C: 2.7110 -5.6785 -0.5733  -1.2807
H: 4.4592 -8.0402 -4.1093  0.2852
H: 5.6398 -9.2447 -3.5865  0.3675
H: 4.0109 -9.7568 -4.0584  0.2940
H: 4.7383 -8.0645 -1.6055  0.2353
H: 4.3218 -9.7674 -1.5825  0.3709
H: 2.3749 -8.5028 -0.9043  0.3062
H: 2.0532 -9.2945 -2.4321  0.3725
H: 1.1271 -7.0345 -2.4174  0.3487
H: 2.3325 -7.2022 -3.6751  0.3371
H: 2.5740 -5.0435 -2.6109  0.2590
H: 4.0068 -5.9913 -2.2627  0.2730
H: 1.6451 -5.5629 -0.3522  0.2656
H: 3.2237 -4.7629 -0.2604  0.3650
H: 3.1030 -6.5009 0.0315  0.4000

=====

(3)
The following is a DFT calculation (wB97M-V/def2-TZVPD) of a structure of composition C18H45BeFN3O6Pb at a distorted geometry.

## Properties
Total charge: +3

Each line ends with the Mulliken charge.
Geometry (Å):
Be: 0.2764 -1.3211 0.9147  0.9668
Pb: 0.4896 2.6908 -2.0544  1.3498
F: 0.3470 0.8031 -0.3960  -0.5817
C: 0.1005 1.4112 3.2415  -0.8774
O: 0.4523 0.0513 3.1694  0.0682
C: 0.4341 -0.5919 4.4108  -0.7549
C: 0.4218 -2.1724 4.1700  -0.8686
N: 1.2710 -2.6234 3.0662  0.0502
C: 1.1414 -4.0391 2.8970  -0.9635
C: -0.1920 -4.4513 2.3444  -0.8615
O: -0.8429 -3.5360 1.5129  0.0686
C: -2.0643 -3.9907 0.9640  -0.9761
H: 0.7779 2.0347 3.8274  0.3538
H: -0.9428 1.4248 3.5724  0.3877
H: 0.0186 1.9113 2.2734  0.0865
H: -0.3262 -0.4100 5.1721  0.4371
H: 1.3924 -0.3602 4.8869  0.4311
H: -0.5985 -2.5506 4.1178  0.3881
H: 0.7809 -2.5490 5.1334  0.4478
H: 2.2317 -2.4089 3.3099  0.1993
H: 1.4470 -4.5832 3.7935  0.4471
H: 1.8339 -4.3169 2.0975  0.2059
H: -0.8687 -4.8813 3.0911  0.5776
H: -0.0398 -5.3160 1.6849  0.5512
H: -2.8576 -4.0484 1.7077  0.3236
H: -1.8729 -4.8677 0.3376  0.4167
H: -2.5033 -3.3999 0.1553  0.1546
C: -1.6647 -1.2458 -1.4951  -1.2315
O: -0.6582 -2.0410 -0.9535  0.2921
C: 0.1757 -2.7482 -1.8889  -0.6093
C: 1.2245 -3.6241 -1.2199  -1.0867
N: 1.9039 -2.8013 -0.2263  -0.1554
C: 2.6857 -1.6710 -0.7858  -0.4708
C: 3.4973 -0.9272 0.2700  -0.9914
O: 2.7286 -0.4764 1.3538  0.2054
C: 3.2527 0.5551 2.1632  -0.8229
H: -2.5461 -1.2739 -0.8538  0.4629
H: -2.0000 -1.6454 -2.4576  0.4518
H: -1.2623 -0.2449 -1.6825  0.2625
H: 0.5888 -1.9448 -2.5023  0.4422
H: -0.4209 -3.4796 -2.4380  0.4545
H: 1.9333 -4.0870 -1.9107  0.5239
H: 0.7532 -4.4972 -0.7667  0.2600
H: 2.6166 -3.3532 0.2444  0.3315
H: 1.8849 -0.9501 -0.9923  0.0726
H: 3.2424 -1.9726 -1.6730  0.4203
H: 4.0426 -0.1835 -0.3161  0.4925
H: 4.2163 -1.6312 0.7045  0.4540
H: 4.3415 0.5662 2.2240  0.4044
H: 2.7357 0.4454 3.1131  0.0873
H: 2.9798 1.5315 1.7489  0.2451
C: -1.3805 1.3865 -4.8658  -0.8675
O: -1.4878 1.7513 -3.4719  -0.1779
C: -2.8213 1.8186 -2.9365  -0.7829
C: -2.7513 2.2613 -1.4634  -0.7758
N: -1.8548 3.3937 -1.2273  -0.1240
C: -2.1698 4.6116 -2.0149  -0.7476
C: -1.2735 5.6992 -1.5612  -0.6855
O: 0.0608 5.3974 -1.9667  -0.1787
C: 0.9546 6.4983 -1.9225  -0.8500
H: -0.3544 1.2452 -5.1958  0.3296
H: -1.9320 2.1698 -5.3855  0.3271
H: -1.8847 0.4348 -5.0448  0.2899
H: -3.2246 0.8049 -2.9503  0.4714
H: -3.4432 2.4583 -3.5642  0.6031
H: -2.4352 1.3978 -0.8744  0.1521
H: -3.7371 2.4840 -1.0472  0.5251
H: -2.2197 3.7255 -0.3357  0.2946
H: -3.2295 4.8781 -1.9521  0.5177
H: -2.1034 4.3957 -3.0846  0.3188
H: -1.3517 5.8869 -0.4844  0.4055
H: -1.4874 6.6722 -2.0122  0.4788
H: 0.5983 7.3579 -2.4948  0.3106
H: 1.9352 6.2617 -2.3293  0.2961
H: 1.0342 6.7999 -0.8755  0.3468

=====

We obtain HOMO-LUMO gap values of 6.920 9.129 7.859 eV for the records listed above, in that order.
We obtain HOMO energy values of -9.4 -9.1 -17.2 eV for the records listed above, in that order.